(1)
Entry from OMol25: a cluster of 2 separate species, C17H37N2O3 in total (wB97M-V/def2-TZVPD).

Properties
HOMO level, eV: -12.701
HOMO-LUMO gap, eV: 10.69
Energy above the lowest of the compared OMol25 structures with the same formula, charge and spin, kJ/mol: 4.3
Charge: +1
Spin multiplicity: 1

Last columns: bonded neighbours and bond lengths (Å).
Cartesian coordinates (Å):
1 H -0.2530 -2.3240 0.4622  C57 1.091
2 H 2.6362 -3.9326 -0.2620  C27 1.090
3 O 0.4507 1.0928 -2.0861  C35 1.206
4 C -0.9709 -2.6349 -1.5218  H21 1.089, H29 1.092, H30 1.089, C57 1.529
5 N -1.5691 1.9458 -1.3707  H31 1.012, C35 1.371, H40 1.011
6 C 3.9479 -4.6654 -2.6276  C16 1.525, C23 1.525, H58 1.089, H59 1.095
7 C -4.1573 1.7483 3.5236  H33 1.092, H34 1.091, C48 1.542, H56 1.092
8 H -3.1592 2.2879 1.2732  C11 1.093
9 H -1.4833 4.0607 0.5428  C19 1.094
10 C 2.0174 -3.0778 -2.7777  H18 1.090, C23 1.519, H50 1.088, N55 1.504
11 C -3.0512 3.2590 1.7620  H8 1.093, C19 1.537, H38 1.093, C48 1.546
12 H 1.7813 -1.3992 0.1462  C49 1.090
13 H 0.9994 -0.8672 -1.3310  C49 1.087
14 H 5.2203 -3.1719 -1.7153  C16 1.092
15 H 4.9426 -4.5667 -0.7062  C16 1.090
16 C 4.4584 -3.8941 -1.4150  C6 1.525, H14 1.092, H15 1.090, C27 1.519
17 C -4.5129 4.2405 3.5891  H24 1.092, H36 1.092, H42 1.091, C48 1.531
18 H 1.4565 -2.3739 -3.3919  C10 1.090
19 C -1.5963 3.7177 1.5750  H9 1.094, C11 1.537, C44 1.531, C52 1.523
20 O 0.0827 1.1697 0.0653  O28 1.429, C35 1.360
21 H -1.8555 -3.1357 -1.1306  C4 1.089
22 H 2.6929 -4.3169 -4.3553  C23 1.091
23 C 3.1461 -3.7468 -3.5436  C6 1.525, C10 1.519, H22 1.091, H41 1.092
24 H -5.2840 4.3264 2.8201  C17 1.092
25 H -1.9480 5.6653 2.4764  C44 1.090
26 H 0.3989 2.8935 1.4896  C52 1.090
27 C 3.3233 -3.1988 -0.6833  H2 1.090, C16 1.519, H43 1.089, N55 1.508
28 O -0.9476 1.4064 1.0267  O20 1.429, C52 1.445
29 H -1.2451 -1.6034 -1.7513  C4 1.092
30 H -0.7135 -3.1225 -2.4611  C4 1.089
31 H -1.7377 2.1030 -2.3566  N5 1.012
32 H -0.2573 5.3336 2.1273  C44 1.092
33 H -3.9122 1.0117 2.7555  C7 1.092
34 H -3.8134 1.3493 4.4785  C7 1.091
35 C -0.3290 1.3839 -1.2132  O3 1.206, N5 1.371, O20 1.360
36 H -5.0192 4.0179 4.5305  C17 1.092
37 H 2.6790 -0.4988 -2.6456  C47 1.087
38 H -3.7045 3.9403 1.2111  C11 1.093
39 H 4.1861 -1.4443 -2.5461  C47 1.084
40 H -2.3340 1.4614 -0.9214  N5 1.011
41 H 3.7947 -3.0070 -4.0168  C23 1.092
42 H -4.0174 5.2055 3.7069  C17 1.091
43 H 3.6904 -2.5655 0.1235  C27 1.089
44 C -1.1881 4.8838 2.4785  C19 1.531, H25 1.090, H32 1.092, H53 1.092
45 H 3.5880 -0.5657 -1.1210  C47 1.087
46 H -0.5659 2.2722 2.8367  C52 1.094
47 C 3.3012 -1.1234 -2.0092  H37 1.087, H39 1.084, H45 1.087, N55 1.496
48 C -3.5282 3.1248 3.2270  C7 1.542, C11 1.546, C17 1.531, H54 1.093
49 C 1.3311 -1.7455 -0.7839  H12 1.090, H13 1.087, N55 1.518, C57 1.525
50 H 1.3378 -3.8402 -2.4015  C10 1.088
51 H 0.4833 -3.6978 -0.3067  C57 1.093
52 C -0.6020 2.5847 1.7893  C19 1.523, H26 1.090, O28 1.445, H46 1.094
53 H -1.0200 4.5690 3.5101  C44 1.092
54 H -2.6665 3.2326 3.8909  C48 1.093
55 N 2.4969 -2.3088 -1.5769  C10 1.504, C27 1.508, C47 1.496, C49 1.518
56 H -5.2465 1.8138 3.5632  C7 1.092
57 C 0.1552 -2.6711 -0.4887  H1 1.091, C4 1.529, C49 1.525, H51 1.093
58 H 4.7804 -5.1121 -3.1694  C6 1.089
59 H 3.3099 -5.4895 -2.2934  C6 1.095



(2)
Entry from OMol25: the molecule C21H22N4O4S2 at a distorted geometry (wB97M-V/def2-TZVPD).

Properties
SMILES: Cc1ccc(NC(=O)CSc2ncnc3ccccc23)cc1S(=O)(=O)N1CCOCC1
HOMO level, eV: -8.707
HOMO-LUMO gap, eV: 8.49
Energy above the lowest of the compared OMol25 structures with the same formula, charge and spin, kJ/mol: 83.8
Spin multiplicity: 1

Last columns: bonded neighbours and bond lengths (Å).
Cartesian coordinates (Å):
1 N -3.5875 -0.4716 0.0267  C26 1.308, C34 1.338
2 O 2.2658 -1.8809 -0.9982  S49 1.433
3 H -0.0576 0.3103 1.3755  C42 1.080
4 C 3.5972 2.0043 -1.1076  H14 1.091, H16 1.101, C27 1.533, O30 1.411
5 C -1.4896 1.8883 -1.2545  H11 1.078, C33 1.393, C51 1.380
6 C -4.3938 1.1973 1.9900  C7 1.526, H19 1.091, H24 1.089, S32 1.825
7 C -3.5803 1.8292 0.8642  C6 1.526, O38 1.203, N39 1.381
8 C -0.6099 -3.2896 -0.4113  C23 1.406, C29 1.368, H46 1.078
9 C 3.2671 0.8571 1.4509  C10 1.532, H15 1.089, N35 1.444, H44 1.096
10 C 2.9009 2.3019 1.0956  C9 1.532, O30 1.411, H36 1.091, H47 1.102
11 H -2.3162 2.5345 -1.5003  C5 1.078
12 N -2.1748 -1.7509 -1.3527  C23 1.353, C34 1.297
13 H -0.0951 -4.0876 2.8318  C25 1.079
14 H 4.2654 2.4516 -1.8454  C4 1.091
15 H 2.5732 0.4311 2.1737  C9 1.089
16 H 2.5597 2.0571 -1.4710  C4 1.101
17 H -0.8241 1.6919 -3.2629  C51 1.080
18 H 1.9295 0.7029 -3.4404  C28 1.091
19 H -4.4688 1.8704 2.8451  C6 1.091
20 H -1.9475 1.3743 1.9753  N39 1.016
21 C -2.1090 -2.0429 1.0509  C23 1.425, C26 1.414, C48 1.403
22 H 3.7939 -0.0909 -1.6960  C27 1.088
23 C -1.6453 -2.3508 -0.2613  C8 1.406, N12 1.353, C21 1.425
24 H -5.3897 0.9686 1.6134  C6 1.089
25 C -0.5425 -3.5993 1.9800  H13 1.079, C29 1.403, C48 1.368
26 C -3.0890 -1.0244 1.1027  N1 1.308, C21 1.414, S32 1.762
27 C 3.9875 0.5466 -0.8353  C4 1.533, H22 1.088, N35 1.444, H37 1.096
28 C 1.2044 -0.0337 -3.0918  H18 1.091, C40 1.496, H43 1.088, H45 1.085
29 C -0.0748 -3.8974 0.6917  C8 1.368, C25 1.403, H41 1.079
30 O 3.7247 2.7886 0.0585  C4 1.411, C10 1.411
31 C 0.5985 0.1804 -0.6311  C40 1.389, C42 1.381, S49 1.803
32 S -3.6176 -0.3245 2.6309  C6 1.825, C26 1.762
33 C -1.3053 1.4827 0.0651  C5 1.393, N39 1.398, C42 1.390
34 C -3.1172 -0.8819 -1.1573  N1 1.338, N12 1.297, H50 1.081
35 N 3.2435 0.0111 0.2804  C9 1.444, C27 1.444, S49 1.662
36 H 3.0667 2.9633 1.9474  C10 1.091
37 H 5.0535 0.5005 -0.5845  C27 1.096
38 O -4.0993 2.3878 -0.0662  C7 1.203
39 N -2.2176 1.7768 1.0830  C7 1.381, H20 1.016, C33 1.398
40 C 0.3914 0.5159 -1.9626  C28 1.496, C31 1.389, C51 1.396
41 H 0.7285 -4.6080 0.5746  C29 1.079
42 C -0.2312 0.6540 0.3665  H3 1.080, C31 1.381, C33 1.390
43 H 0.5489 -0.2742 -3.9261  C28 1.088
44 H 4.2813 0.8328 1.8652  C9 1.096
45 H 1.7289 -0.9315 -2.7833  C28 1.085
46 H -0.2547 -3.5012 -1.4064  C8 1.078
47 H 1.8446 2.3585 0.7883  C10 1.102
48 C -1.5436 -2.6849 2.1630  C21 1.403, C25 1.368, H53 1.081
49 S 1.8921 -0.9120 -0.0101  O2 1.433, C31 1.803, N35 1.662, O52 1.435
50 H -3.5684 -0.4132 -2.0212  C34 1.081
51 C -0.6522 1.4015 -2.2372  C5 1.380, H17 1.080, C40 1.396
52 O 1.4642 -1.3862 1.2753  S49 1.435
53 H -1.9091 -2.4337 3.1489  C48 1.081



(3)
Entry from OMol25: the molecule C4H5NOS2 at a distorted geometry (wB97M-V/def2-TZVPD).

Properties
SMILES: Oc1[nH]cc(S)c1S
HOMO level, eV: -8.133
HOMO-LUMO gap, eV: 8.74
Energy above the lowest of the compared OMol25 structures with the same formula, charge and spin, kJ/mol: 24.0
Spin multiplicity: 1

Last columns: bonded neighbours and bond lengths (Å).
Cartesian coordinates (Å):
1 C 1.1519 -0.2108 -0.0058  O3 1.346, N4 1.345, C11 1.368
2 H -2.7706 1.0220 -1.0720  S12 1.333
3 O 2.4749 0.0341 0.0064  C1 1.346, H6 1.004
4 N 0.7071 -1.4801 -0.0178  C1 1.345, H9 1.021, C13 1.382
5 H -1.2740 -2.4273 -0.0342  C13 1.109
6 H 2.6423 1.0236 0.0004  O3 1.004
7 S 0.2169 2.3839 -0.0828  H8 1.329, C11 1.751
8 H -0.0282 2.6830 1.1885  S7 1.329
9 H 1.3246 -2.2925 0.0084  N4 1.021
10 C -1.0832 -0.2022 -0.0171  C11 1.437, S12 1.766, C13 1.356
11 C 0.0807 0.6404 -0.0056  C1 1.368, S7 1.751, C10 1.437
12 S -2.7678 0.3206 0.0619  H2 1.333, C10 1.766
13 C -0.6745 -1.4948 -0.0302  N4 1.382, H5 1.109, C10 1.356



(4)
Entry from OMol25: the molecule C3H3N3O2 at a distorted geometry (wB97M-V/def2-TZVPD).

Properties
SMILES: [H]/N=C(/C#N)N(O)C=O
HOMO level, eV: -10.777
HOMO-LUMO gap, eV: 10.57
Energy above the lowest of the compared OMol25 structures with the same formula, charge and spin, kJ/mol: 384.0
Spin multiplicity: 1

Last columns: bonded neighbours and bond lengths (Å).
Cartesian coordinates (Å):
1 H 1.5214 1.8994 -0.0256  C4 1.062
2 C -1.9605 -0.1011 -0.0549  N3 1.151, C11 1.490
3 N -3.0459 0.2195 0.1554  C2 1.151
4 C 0.5191 1.5572 -0.0980  H1 1.062, N6 1.389, O9 1.223
5 H 1.8636 -0.7529 0.9554  O7 1.006
6 N 0.5123 0.1737 0.0271  C4 1.389, O7 1.375, C11 1.393
7 O 1.7349 -0.4550 0.0028  H5 1.006, N6 1.375
8 N -0.5438 -1.9305 -0.2515  H10 1.034, C11 1.280
9 O -0.4584 2.2832 -0.2164  C4 1.223
10 H 0.4423 -2.2412 -0.2867  N8 1.034
11 C -0.5848 -0.6524 -0.2078  C2 1.490, N6 1.393, N8 1.280